(1)
Molecular formula: C25H26O4
Method: DFT, ωB97M-V/def2-TZVPD

Calculated values
* lowest unoccupied orbital energy: -0.0673 Eh
* charge: 0
* molar mass: 390.5 g mol⁻¹
* max |F|: 2.0 eV/Å
* ΔE to the lowest compared entry with this formula, charge and spin: 7.8 kcal/mol
* HOMO-LUMO gap: 4.7 eV

Structure (XYZ):
```
55
C25H26O4, DFT ωB97M-V/def2-TZVPD
C -0.20 -4.85 2.60
C 0.16 -4.45 1.19
O 0.88 -3.20 1.28
C 1.41 -2.77 0.11
C 2.28 -1.58 0.35
C 3.11 -1.13 -0.75
O 2.74 -1.15 -1.94
C 4.49 -0.55 -0.42
C 4.43 0.84 0.21
C 3.65 0.89 1.52
C 3.67 -0.44 2.27
C 2.71 -1.52 1.77
O 1.14 -3.32 -0.96
H -0.86 -5.72 2.56
H 0.71 -5.13 3.15
H -0.70 -4.04 3.14
H 0.81 -5.20 0.72
H -0.74 -4.30 0.58
H 5.00 -1.26 0.23
H 5.05 -0.49 -1.36
H 5.46 1.17 0.37
H 3.99 1.55 -0.50
H 4.12 1.64 2.16
H 2.62 1.23 1.35
H 4.70 -0.84 2.27
H 3.43 -0.26 3.33
H 1.80 -1.49 2.38
H 3.19 -2.49 2.05
C -0.79 5.91 -2.59
C 0.25 5.06 -2.99
C 0.23 3.70 -2.63
C -0.83 3.18 -1.85
C -0.84 1.81 -1.41
O -2.00 1.46 -0.78
C -2.25 0.13 -0.49
C -1.26 -0.84 -0.74
C -1.70 -2.20 -0.72
C -2.98 -2.52 -0.30
C -3.90 -1.52 0.04
C -3.55 -0.18 -0.10
C 0.03 -0.40 -1.13
C 0.20 0.92 -1.53
C -1.89 4.05 -1.49
C -1.85 5.39 -1.85
H -0.76 6.98 -2.86
H 1.07 5.44 -3.59
H 1.02 3.03 -2.95
H -1.00 -2.96 -1.07
H -3.27 -3.57 -0.23
H -4.90 -1.78 0.40
H -4.26 0.63 0.08
H 0.79 -1.12 -1.36
H 1.13 1.24 -1.98
H -2.74 3.67 -0.93
H -2.68 6.04 -1.55
```

***

(2)
Molecular formula: C25H26PPdS2
Method: DFT, ωB97M-V/def2-TZVPD

Calculated values
* lowest unoccupied orbital energy: 0.1026 Eh
* charge: -1
* molar mass: 528.0 g mol⁻¹
* max |F|: 0.7 eV/Å
* ΔE to the lowest compared entry with this formula, charge and spin: 0.0 kcal/mol
* HOMO-LUMO gap: 5.8 eV

Structure (XYZ):
```
55
C25H26PPdS2, DFT ωB97M-V/def2-TZVPD
Pd -0.92 0.05 -1.80
C -3.32 1.12 1.15
C -2.44 0.50 2.20
C -2.96 0.21 3.45
C -2.18 -0.36 4.45
C -0.85 -0.65 4.19
C -0.31 -0.37 2.95
C -1.09 0.21 1.95
P -0.41 0.59 0.28
C 1.19 -0.33 0.32
C 0.99 -1.71 0.19
C 2.05 -2.60 0.15
C 3.35 -2.11 0.24
C 3.55 -0.74 0.36
C 2.49 0.17 0.39
C 2.84 1.63 0.48
C -0.12 2.38 0.30
C -0.01 3.19 1.42
C 0.20 4.55 1.26
C 0.30 5.08 -0.03
C 0.17 4.26 -1.13
C -0.06 2.89 -1.00
C -0.29 1.97 -2.17
H -4.36 1.13 1.49
H -3.27 0.56 0.21
H -3.02 2.14 0.93
H -4.01 0.42 3.65
H -2.61 -0.59 5.41
H -0.23 -1.10 4.96
H 0.72 -0.60 2.75
H -0.02 -2.10 0.08
H 1.86 -3.65 0.03
H 4.19 -2.78 0.20
H 4.56 -0.36 0.41
H 3.92 1.75 0.52
H 2.41 2.11 1.36
H 2.47 2.19 -0.38
H -0.08 2.76 2.42
H 0.28 5.20 2.13
H 0.46 6.14 -0.16
H 0.23 4.68 -2.13
H 0.55 2.03 -2.87
H -1.17 2.34 -2.71
C 0.69 -3.45 -4.31
C -0.17 -2.59 -3.42
S 0.02 -0.84 -3.70
C -1.04 -3.07 -2.51
C -1.26 -4.53 -2.25
S -2.07 -1.96 -1.56
H 1.44 -2.84 -4.80
H 0.11 -3.95 -5.09
H 1.21 -4.23 -3.74
H -0.61 -5.16 -2.87
H -2.30 -4.81 -2.46
H -1.08 -4.78 -1.20
```

***

(3)
Molecular formula: C25H27AsN2O3S2SbSe4Tc
Method: DFT, ωB97M-V/def2-TZVPD

Calculated values
* lowest unoccupied orbital energy (spin up / spin down): 0.0356 / 0.0640 Eh
* charge: -1
* molar mass: 1078.2 g mol⁻¹
* max |F|: 0.9 eV/Å
* ΔE to the lowest compared entry with this formula, charge and spin: 0.0 kcal/mol
* multiplicity: 2
* ⟨S²⟩: 0.879
* HOMO-LUMO gap (spin up / spin down): 5.6 / 6.4 eV

Structure (XYZ):
```
66
C25H27AsN2O3S2SbSe4Tc, DFT ωB97M-V/def2-TZVPD
Tc 1.37 -2.25 -0.07
Se -0.98 -7.00 0.92
Sb 0.49 -5.73 -0.47
Se -0.50 -3.38 -0.97
Se 2.16 -4.34 0.88
Se 1.61 -6.54 -2.42
S 3.02 -0.35 0.86
C 2.01 0.45 -0.27
N 1.12 -0.24 -0.94
C 0.33 0.55 -1.76
C -0.72 0.11 -2.56
C -1.40 1.04 -3.32
C -1.03 2.39 -3.32
C 0.01 2.84 -2.53
C 0.68 1.91 -1.74
S 2.00 2.16 -0.62
H -1.00 -0.93 -2.54
H -2.23 0.72 -3.93
H -1.58 3.10 -3.92
H 0.29 3.88 -2.51
C 5.17 -3.02 0.40
As 4.37 -2.74 -1.33
C 5.32 -1.29 -2.13
C 4.59 -4.31 -2.39
O 2.74 -2.30 -1.50
H 6.08 -2.42 0.44
H 5.39 -4.08 0.50
H 4.48 -2.72 1.18
H 6.33 -1.61 -2.42
H 5.37 -0.47 -1.41
H 4.77 -0.96 -3.01
H 5.64 -4.55 -2.50
H 4.12 -4.13 -3.35
H 4.04 -5.12 -1.90
C -2.41 4.71 -0.49
C -3.07 3.36 -0.35
C -3.91 2.94 -1.36
C -4.53 1.70 -1.28
C -4.31 0.90 -0.18
C -3.47 1.31 0.86
N -3.39 0.40 1.93
C -2.37 0.37 2.93
C -2.67 0.91 4.18
C -1.74 0.91 5.20
C -0.49 0.36 4.99
C -0.19 -0.22 3.77
C -1.12 -0.23 2.73
C -0.75 -0.85 1.41
O -1.42 -0.71 0.41
O 0.37 -1.53 1.46
C -2.84 2.56 0.78
C -1.89 3.05 1.86
H -2.71 5.17 -1.44
H -1.32 4.63 -0.49
H -2.69 5.40 0.31
H -4.07 3.57 -2.23
H -5.18 1.35 -2.08
H -4.79 -0.07 -0.11
H -3.55 -0.53 1.57
H -3.66 1.33 4.31
H -1.99 1.35 6.16
H 0.25 0.36 5.78
H 0.77 -0.69 3.59
H -2.35 3.04 2.84
H -1.57 4.07 1.66
H -0.99 2.44 1.91
```

***

no.,E (Eh)
1,-1269.1252
2,-2233.9604
3,-14263.2576